P.
DFT (ωB97M-V/def2-TZVPD) results for a structure of composition C25H26Cl3NO4Re.

```
60
Properties=species:S:1:pos:R:3
Re 1.689 1.356 0.036
C 0.470 4.069 2.420
C 0.435 4.164 1.047
C 1.600 3.966 0.288
C 2.798 3.680 0.947
C 2.831 3.598 2.343
C 1.676 3.785 3.070
H -0.435 4.214 2.996
H -0.494 4.402 0.544
H 1.581 4.135 -0.781
H 3.711 3.580 0.378
H 3.763 3.378 2.846
H 1.698 3.712 4.150
O 1.657 -0.594 0.015
O 2.318 0.687 1.649
Cl 3.379 1.594 -1.445
C 2.190 -1.524 3.608
C 1.465 -1.567 2.262
C 0.030 -1.071 2.414
C 1.461 -2.991 1.706
C 2.244 -0.713 1.274
H 1.664 -2.141 4.339
H 2.239 -0.504 3.993
H 3.210 -1.906 3.520
H -0.510 -1.729 3.098
H -0.490 -1.077 1.454
H -0.005 -0.056 2.814
H 0.942 -3.661 2.395
H 2.478 -3.368 1.570
H 0.953 -3.028 0.741
H 3.279 -1.078 1.203
Cl -3.058 -2.795 0.529
C -1.719 -3.132 -0.529
C -1.220 -4.421 -0.585
C -0.153 -4.694 -1.424
C 0.414 -3.681 -2.181
C -0.091 -2.395 -2.104
Cl 0.650 -1.150 -3.039
C -1.181 -2.087 -1.284
N -1.697 -0.790 -1.193
C -2.327 -0.143 -2.266
C -2.675 -0.824 -3.427
C -3.297 -0.153 -4.469
C -3.600 1.195 -4.356
C -3.257 1.870 -3.193
C -2.613 1.222 -2.150
C -2.197 1.965 -0.904
C -0.729 1.809 -0.633
O 0.164 2.062 -1.469
O -0.332 1.404 0.522
H -1.669 -5.192 0.025
H 0.247 -5.697 -1.478
H 1.259 -3.872 -2.827
H -2.032 -0.546 -0.274
H -2.453 -1.881 -3.512
H -3.555 -0.694 -5.370
H -4.091 1.718 -5.165
H -3.474 2.927 -3.098
H -2.737 1.630 -0.015
H -2.403 3.030 -1.029
```

## Properties
- multiplicity = 2
- LUMO energy (alpha / beta) (eV) = -0.356 / -0.278
- HOMO (alpha / beta) (eV) = -8.07 / -7.79
- orbital gap (alpha / beta) (eV) = 7.7 / 7.5

Results of the natural (NBO) charge analysis, in e, for atoms 1 through 5: 1.5470, -0.2147, -0.1958, -0.2641, -0.2186


Q.
DFT (ωB97M-V/def2-TZVPD) results for a structure of composition C25H26Cl3NO4Re.

```
60
Properties=species:S:1:pos:R:3
Re 1.173 -0.430 2.657
C -0.555 -3.028 3.988
C -1.607 -3.233 3.109
C -2.533 -2.223 2.880
C -2.420 -1.012 3.548
C -1.374 -0.805 4.439
C -0.421 -1.806 4.645
H 0.166 -3.816 4.163
H -1.704 -4.181 2.595
H -3.350 -2.385 2.187
H -3.159 -0.236 3.388
H -1.290 0.121 4.994
H 0.361 -1.659 5.378
O 1.701 1.385 3.573
O 1.333 0.873 4.828
Cl 3.073 -1.208 3.541
C 0.952 3.981 2.371
C 0.698 2.618 1.716
C 1.854 2.287 0.763
C -0.627 2.652 0.957
C 0.560 1.589 2.832
H 0.961 4.761 1.607
H 1.912 3.994 2.888
H 0.168 4.222 3.092
H 2.005 3.107 0.058
H 1.632 1.386 0.187
H 2.784 2.130 1.310
H -0.556 3.339 0.114
H -1.438 2.990 1.607
H -0.880 1.663 0.577
H -0.313 1.748 3.463
Cl 2.789 -0.809 -3.708
C 1.830 0.600 -3.993
C 2.257 1.526 -4.928
C 1.490 2.656 -5.161
C 0.306 2.854 -4.473
C -0.106 1.917 -3.540
Cl -1.612 2.141 -2.718
C 0.646 0.774 -3.265
N 0.276 -0.180 -2.302
C -0.528 -1.276 -2.640
C -1.307 -1.270 -3.795
C -2.092 -2.362 -4.125
C -2.106 -3.480 -3.309
C -1.308 -3.503 -2.176
C -0.510 -2.421 -1.826
C 0.502 -2.589 -0.722
C 0.450 -1.769 0.531
O 1.085 -2.207 1.544
O -0.061 -0.618 0.645
H 3.187 1.365 -5.456
H 1.815 3.388 -5.889
H -0.312 3.720 -4.667
H 0.154 0.153 -1.355
H -1.291 -0.397 -4.436
H -2.700 -2.331 -5.020
H -2.713 -4.338 -3.567
H -1.274 -4.398 -1.565
H 1.489 -2.346 -1.140
H 0.539 -3.629 -0.401
```

## Properties
- multiplicity = 2
- LUMO energy (alpha / beta) (eV) = -1.630 / -0.844
- HOMO (alpha / beta) (eV) = -8.23 / -7.83
- orbital gap (alpha / beta) (eV) = 6.6 / 7.0

Results of the natural (NBO) charge analysis, in e, for atoms 1 through 5: 1.2761, -0.1999, -0.2196, -0.2363, -0.1666


Energies relative to the most stable structure, in eV: P 0.000; Q 6.090.


P.
DFT (ωB97M-V/def2-TZVPD) results for the ion C4H4NO with charge +1.

```
10
Properties=species:S:1:pos:R:3
C 0.048 -0.992 -0.120
C -1.293 -1.099 0.010
C -1.137 1.070 -0.114
C 1.410 1.109 0.086
N 0.353 0.408 -0.174
O -1.904 0.133 0.033
H 0.905 -1.624 -0.109
H -2.023 -1.852 0.127
H 2.329 0.592 0.135
H 1.311 2.254 0.127
```

## Properties
- net charge = +1
- LUMO energy (eV) = -6.616
- HOMO (eV) = -15.23
- orbital gap (eV) = 8.6

Results of the natural (NBO) charge analysis, in e, for atoms 1 through 5: -0.0859, 0.1458, 0.5118, 0.1791, -0.3905


Q.
DFT (ωB97M-V/def2-TZVPD) results for a cluster of 2 separate species, C4H4NO in total.

```
10
Properties=species:S:1:pos:R:3
C 0.213 0.353 -0.049
C -1.079 -2.284 0.197
C -1.096 -0.035 -0.179
C 1.367 1.387 0.020
N 1.383 0.004 0.161
O -0.634 -3.143 0.794
H -2.013 0.171 0.397
H -1.499 -0.323 -1.265
H 1.815 1.912 -0.981
H 1.542 1.957 0.905
```

## Properties
- net charge = +1
- LUMO energy (alpha / beta) (eV) = -7.420 / -7.420
- HOMO (alpha / beta) (eV) = -15.93 / -15.93
- orbital gap (alpha / beta) (eV) = 8.5 / 8.5

Results of the natural (NBO) charge analysis, in e, for atoms 1 through 5: 0.0989, 0.6046, -0.1326, -0.0701, -0.2096


Energies relative to the most stable structure, in eV: P 0.000; Q 1.264.


P.
DFT (ωB97M-V/def2-TZVPD) results for the molecule C9H10O2.

```
21
Properties=species:S:1:pos:R:3
C -2.837 -0.643 0.305
C -1.751 0.333 -0.142
C -0.175 -0.051 -0.004
C 0.829 1.002 0.256
C 0.343 2.561 0.054
C 2.179 0.810 0.014
C 2.676 -0.627 -0.223
C 1.600 -1.541 -0.079
C 0.144 -1.370 0.021
H -3.816 -0.304 0.486
H -2.635 -0.923 1.473
H -2.875 -1.530 -0.249
H 0.128 2.806 -1.033
H -0.586 2.804 0.591
H 1.088 3.204 0.302
H 3.061 1.561 0.437
H 3.752 -0.896 -0.641
H 1.611 -2.761 -0.266
H -0.095 -3.341 -0.309
O -2.007 1.374 -0.755
O -0.633 -2.468 -0.238
```

## Properties
- LUMO energy (eV) = 0.405
- HOMO (eV) = -8.90
- SMILES string = CC(=O)c1c(C)cccc1O
- orbital gap (eV) = 9.3

Results of the natural (NBO) charge analysis, in e, for atoms 1 through 5: -0.7111, 0.5870, -0.1847, 0.0030, -0.6004


Q.
DFT (ωB97M-V/def2-TZVPD) results for the molecule C9H10O2.

```
21
Properties=species:S:1:pos:R:3
C 2.470 1.842 -0.820
C 0.937 0.079 -0.361
C -0.396 0.083 -0.692
C -1.346 -0.504 0.176
C -2.774 -0.531 -0.160
C -3.292 -0.236 -1.361
C -0.870 -1.117 1.329
C 0.490 -1.128 1.665
C 1.391 -0.506 0.826
H 2.985 1.706 0.152
H 3.121 2.100 -1.648
H 1.694 2.621 -0.753
H -0.761 0.604 -1.574
H -3.428 -0.942 0.580
H -2.680 0.187 -2.140
H -4.332 -0.298 -1.556
H -1.605 -1.561 2.014
H 0.864 -1.578 2.572
H 2.900 -0.939 1.907
O 1.878 0.584 -1.214
O 2.754 -0.469 1.059
```

## Properties
- LUMO energy (eV) = 0.745
- HOMO (eV) = -8.14
- SMILES string = C=Cc1ccc(O)c(OC)c1
- orbital gap (eV) = 8.9

Results of the natural (NBO) charge analysis, in e, for atoms 1 through 5: -0.2508, 0.2223, -0.2124, -0.0953, -0.1858


Energies relative to the most stable structure, in eV: P 2.677; Q 0.000.


P.
DFT (ωB97M-V/def2-TZVPD) results for a structure of composition C19H21AsF6IN4O6S5Ti.

```
64
Properties=species:S:1:pos:R:3
Ti -0.399 -0.413 1.220
S -3.267 -1.142 -2.326
C -2.411 -0.614 -1.033
S -2.873 -0.699 0.641
S -0.711 -0.042 -1.256
I -0.658 -7.526 3.861
C -0.931 -5.446 3.954
C 0.075 -4.619 4.349
C -0.197 -3.272 4.303
C -1.376 -2.772 3.767
C -2.419 -3.637 3.443
C -2.172 -4.982 3.495
C -1.733 -1.276 3.900
O -2.573 -0.911 4.752
O -1.015 -0.521 3.205
H 1.005 -5.001 4.700
H 0.597 -2.544 4.541
H -3.377 -3.135 3.118
H -2.975 -5.616 3.336
C 0.790 3.451 0.962
As -0.689 2.350 1.402
C -1.050 3.098 3.179
C -2.150 3.295 0.398
H 0.481 4.425 1.156
H 1.148 3.293 -0.079
H 1.639 3.197 1.577
H -0.850 4.158 3.318
H -0.418 2.556 3.853
H -2.026 2.868 3.553
H -2.731 2.462 0.027
H -1.781 3.911 -0.478
H -2.711 4.010 1.039
N 2.809 0.119 2.319
C 1.711 0.013 1.921
F 4.229 3.309 -3.317
C 4.254 3.099 -4.636
F 4.540 1.771 -4.794
F 5.281 3.824 -5.184
S 2.623 3.425 -5.487
O 1.853 2.314 -5.042
O 3.067 3.459 -6.851
N 1.950 4.718 -4.822
S 2.286 6.204 -5.139
O 3.381 6.459 -6.048
O 2.142 6.950 -3.943
C 0.832 6.789 -6.136
F 1.071 8.025 -6.751
F -0.241 7.019 -5.456
F 0.645 5.875 -7.150
C -2.487 -5.332 -0.326
C -1.170 -4.566 -0.070
C 0.124 -4.849 0.206
C 0.700 -3.639 0.585
N -0.208 -2.678 0.712
N -1.361 -3.266 0.178
C 2.132 -3.308 0.980
H -3.148 -4.712 -0.942
H -3.042 -5.501 0.639
H -2.328 -6.292 -0.780
H 0.676 -5.826 0.173
H -2.232 -2.669 0.232
H 2.550 -4.040 1.620
H 2.288 -2.327 1.400
H 2.829 -3.275 0.033
```

## Properties
- multiplicity = 2
- net charge = -2
- LUMO energy (alpha / beta) (eV) = 2.858 / 2.858
- HOMO (alpha / beta) (eV) = -3.64 / -3.63
- orbital gap (alpha / beta) (eV) = 6.5 / 6.5

Results of the natural (NBO) charge analysis, in e, for atoms 1 through 5: 1.2408, -0.1235, -0.4936, -0.2800, -0.2249


Q.
DFT (ωB97M-V/def2-TZVPD) results for a structure of composition C19H21AsF6IN4O6S5Ti.

```
64
Properties=species:S:1:pos:R:3
Ti -0.473 -0.527 0.401
S -4.451 1.374 -1.835
C -3.083 0.769 -1.107
S -3.019 -0.658 -0.115
S -1.470 1.358 -1.273
I 1.771 -0.688 -6.751
C 1.179 -1.594 -4.910
C 0.022 -1.105 -4.269
C -0.271 -1.692 -3.041
C 0.533 -2.721 -2.532
C 1.596 -3.213 -3.256
C 1.970 -2.661 -4.455
C 0.361 -3.321 -1.149
O 0.827 -4.446 -0.954
O -0.216 -2.473 -0.284
H -0.598 -0.329 -4.689
H -1.127 -1.333 -2.481
H 2.116 -4.055 -2.806
H 2.813 -3.006 -5.060
C -3.312 -1.481 3.210
As -1.499 -1.722 2.660
C -0.674 -1.536 4.389
C -1.466 -3.615 2.325
H -3.624 -2.152 4.007
H -3.953 -1.574 2.335
H -3.403 -0.450 3.541
H -1.190 -2.154 5.128
H -0.822 -0.480 4.663
H 0.390 -1.701 4.317
H -1.761 -4.304 3.131
H -0.480 -3.883 1.980
H -2.129 -3.830 1.477
N 2.218 -0.792 2.714
C 1.353 -0.769 1.932
F 0.584 2.261 4.387
C 1.088 2.879 3.323
F 2.340 2.487 3.128
F 1.149 4.197 3.623
S 0.085 2.572 1.693
O -0.515 1.234 1.735
O 1.094 2.835 0.692
N -1.046 3.603 1.670
S -2.499 3.453 2.244
O -2.519 3.554 3.680
O -3.272 2.428 1.632
C -3.188 5.020 1.536
F -4.454 5.092 1.977
F -3.204 4.976 0.210
F -2.528 6.109 1.962
C 2.464 2.283 -3.830
C 2.412 1.337 -2.685
C 3.302 0.381 -2.234
C 2.640 -0.296 -1.183
N 1.409 0.214 -1.017
N 1.326 1.202 -1.930
C 3.162 -1.406 -0.350
H 3.500 2.460 -4.135
H 1.995 3.229 -3.557
H 1.934 1.862 -4.700
H 4.300 0.206 -2.637
H 0.457 1.697 -2.042
H 3.965 -1.913 -0.903
H 2.380 -2.139 -0.160
H 3.511 -1.056 0.625
```

## Properties
- multiplicity = 2
- net charge = -2
- LUMO energy (alpha / beta) (eV) = 3.316 / 3.316
- HOMO (alpha / beta) (eV) = -2.44 / -2.42
- orbital gap (alpha / beta) (eV) = 5.8 / 5.7

Results of the natural (NBO) charge analysis, in e, for atoms 1 through 5: 1.1554, -0.2007, -0.4498, -0.2513, -0.3048


Energies relative to the most stable structure, in eV: P 0.722; Q 0.000.